Entry 1:
C4H6AlO3 | ωB97M-V/def2-TZVPD

Each line ends with the Löwdin spin population.
Atoms and positions in Å:
Al -0.553 0.632 -0.824  0.102
O 0.005 -0.367 0.439  0.006
O -1.078 0.030 2.376  0.002
O -1.556 1.169 0.543  0.000
C -0.858 0.274 1.107  0.001
C 1.008 0.415 -3.370  0.157
C -0.303 -0.992 3.011  0.000
C -0.020 0.765 -2.573  0.622
H 2.082 0.453 -3.129  0.037
H 0.763 -0.742 2.966  0.000
H -0.483 -1.959 2.528  0.000
H -0.641 -1.019 4.049  0.000
H 0.800 1.707 -2.994  0.019
H 0.833 -0.365 -4.128  0.053

Cartesian forces, eV/Å:
-1.302 1.402 -0.618
1.765 -1.355 -1.158
-0.076 1.200 -2.863
-0.046 0.822 -2.039
-1.879 -1.169 8.006
-0.340 -2.468 1.161
0.851 -1.139 0.794
2.754 0.750 -1.747
0.085 0.397 0.217
-0.288 0.002 0.036
-0.031 0.262 0.117
0.046 0.073 -0.328
-1.330 0.321 -0.293
-0.209 0.900 -1.286

As for the total charge: +2. For the energy above the lowest of the compared OMol25 structures with the same formula, charge and spin, the calculation gives 0.702 eV. As for the spin multiplicity: 2.

Entry 2:
C5H9BrFN2O2S | ωB97M-V/def2-TZVPD

Each line ends with the natural charge from an NBO analysis.
Atoms and positions in Å:
Br -0.200 2.906 0.793  0.218
S -1.138 -1.368 1.616  2.184
F -0.891 -2.832 -0.517  -0.313
O -2.449 -1.011 1.191  -0.947
O -0.841 -2.567 2.271  -0.849
N -0.855 0.745 -0.704  -0.601
N -2.096 -0.947 -1.601  -0.743
C 1.605 0.791 0.040  -0.708
C -0.399 0.031 2.121  -0.872
C 0.172 1.228 0.037  0.280
C -0.375 -1.643 -0.124  -0.111
C -1.002 -0.578 -0.953  0.517
H -1.591 1.470 -0.993  0.469
H -2.056 -1.954 -2.027  0.464
H 1.723 0.173 -0.799  0.234
H -2.988 -0.522 -1.265  0.459
H 2.252 1.656 -0.076  0.274
H 0.610 -0.054 2.646  0.254
H -1.055 0.840 2.510  0.278
H 0.764 -1.736 -0.183  0.240
H 1.839 0.269 0.977  0.273

Cartesian forces, eV/Å:
0.151 0.302 -0.525
-0.063 1.616 -0.915
0.076 -0.366 0.020
-1.365 0.132 0.031
0.534 -1.573 0.843
-0.540 0.303 -1.096
-0.321 -1.746 -1.276
-0.470 0.506 0.557
1.979 1.877 0.503
-0.397 -0.148 4.066
2.826 -0.065 -1.214
-1.771 0.419 0.552
1.182 -1.682 0.350
-0.723 2.542 1.546
0.592 -1.091 -1.132
0.846 -0.614 -1.044
0.039 0.110 0.028
-1.527 -0.088 -0.793
0.346 -0.977 -0.414
-1.560 0.268 0.522
0.167 0.274 -0.608

As for the total charge: +1. For the energy above the lowest of the compared OMol25 structures with the same formula, charge and spin, the calculation gives 3.008 eV. As for the spin multiplicity: 1. The SMILES is C=[S@@](=O)([O-])[C@@H](F)C(=[NH2+])/[NH+]=C(\C)Br.

Entry 3:
C6H10O | ωB97M-V/def2-TZVPD

Each line ends with the natural charge from an NBO analysis.
Atoms and positions in Å:
O 1.894 1.582 0.192  -0.542
C -0.079 -0.099 0.211  -0.048
C -0.355 -1.348 0.530  -0.413
C 2.618 -0.637 -0.221  -0.731
C -0.845 1.048 -0.192  -0.441
C 1.575 0.429 0.048  0.598
C -2.523 0.617 -0.073  -0.614
H -2.752 -0.192 -0.761  0.203
H -0.660 1.331 -1.227  0.227
H 0.415 -2.095 0.635  0.206
H 2.608 -1.380 0.575  0.232
H -2.767 0.353 0.952  0.204
H -3.062 1.515 -0.363  0.209
H 2.393 -1.138 -1.162  0.233
H -1.369 -1.692 0.654  0.206
H -0.698 1.891 0.483  0.239
H 3.607 -0.185 -0.281  0.235

Cartesian forces, eV/Å:
-0.842 -0.488 -0.193
4.946 0.865 -0.762
-0.124 0.046 -0.105
-0.193 0.164 -0.094
-5.270 -0.629 0.683
-1.300 -1.241 0.806
2.847 1.464 -0.478
0.057 -0.049 0.022
0.142 0.076 0.108
0.166 0.029 0.238
-0.040 -0.077 0.004
0.066 -0.044 0.011
-0.258 -0.073 0.022
-0.041 -0.123 -0.006
-0.202 -0.022 -0.065
0.162 0.065 -0.231
-0.114 0.039 0.040

For the energy above the lowest of the compared OMol25 structures with the same formula, charge and spin, the calculation gives 1.284 eV. As for the spin multiplicity: 1. The SMILES is C=C(CC)C(C)=O.

Please write out number 1 again, unchanged.
C4H6AlO3 | ωB97M-V/def2-TZVPD

Each line ends with the Löwdin spin population.
Atoms and positions in Å:
Al -0.553 0.632 -0.824  0.102
O 0.005 -0.367 0.439  0.006
O -1.078 0.030 2.376  0.002
O -1.556 1.169 0.543  0.000
C -0.858 0.274 1.107  0.001
C 1.008 0.415 -3.370  0.157
C -0.303 -0.992 3.011  0.000
C -0.020 0.765 -2.573  0.622
H 2.082 0.453 -3.129  0.037
H 0.763 -0.742 2.966  0.000
H -0.483 -1.959 2.528  0.000
H -0.641 -1.019 4.049  0.000
H 0.800 1.707 -2.994  0.019
H 0.833 -0.365 -4.128  0.053

Cartesian forces, eV/Å:
-1.302 1.402 -0.618
1.765 -1.355 -1.158
-0.076 1.200 -2.863
-0.046 0.822 -2.039
-1.879 -1.169 8.006
-0.340 -2.468 1.161
0.851 -1.139 0.794
2.754 0.750 -1.747
0.085 0.397 0.217
-0.288 0.002 0.036
-0.031 0.262 0.117
0.046 0.073 -0.328
-1.330 0.321 -0.293
-0.209 0.900 -1.286

As for the total charge: +2. For the energy above the lowest of the compared OMol25 structures with the same formula, charge and spin, the calculation gives 0.702 eV. As for the spin multiplicity: 2.

Please write out number 2 again, unchanged.
C5H9BrFN2O2S | ωB97M-V/def2-TZVPD

Each line ends with the natural charge from an NBO analysis.
Atoms and positions in Å:
Br -0.200 2.906 0.793  0.218
S -1.138 -1.368 1.616  2.184
F -0.891 -2.832 -0.517  -0.313
O -2.449 -1.011 1.191  -0.947
O -0.841 -2.567 2.271  -0.849
N -0.855 0.745 -0.704  -0.601
N -2.096 -0.947 -1.601  -0.743
C 1.605 0.791 0.040  -0.708
C -0.399 0.031 2.121  -0.872
C 0.172 1.228 0.037  0.280
C -0.375 -1.643 -0.124  -0.111
C -1.002 -0.578 -0.953  0.517
H -1.591 1.470 -0.993  0.469
H -2.056 -1.954 -2.027  0.464
H 1.723 0.173 -0.799  0.234
H -2.988 -0.522 -1.265  0.459
H 2.252 1.656 -0.076  0.274
H 0.610 -0.054 2.646  0.254
H -1.055 0.840 2.510  0.278
H 0.764 -1.736 -0.183  0.240
H 1.839 0.269 0.977  0.273

Cartesian forces, eV/Å:
0.151 0.302 -0.525
-0.063 1.616 -0.915
0.076 -0.366 0.020
-1.365 0.132 0.031
0.534 -1.573 0.843
-0.540 0.303 -1.096
-0.321 -1.746 -1.276
-0.470 0.506 0.557
1.979 1.877 0.503
-0.397 -0.148 4.066
2.826 -0.065 -1.214
-1.771 0.419 0.552
1.182 -1.682 0.350
-0.723 2.542 1.546
0.592 -1.091 -1.132
0.846 -0.614 -1.044
0.039 0.110 0.028
-1.527 -0.088 -0.793
0.346 -0.977 -0.414
-1.560 0.268 0.522
0.167 0.274 -0.608

As for the total charge: +1. For the energy above the lowest of the compared OMol25 structures with the same formula, charge and spin, the calculation gives 3.008 eV. As for the spin multiplicity: 1. The SMILES is C=[S@@](=O)([O-])[C@@H](F)C(=[NH2+])/[NH+]=C(\C)Br.